# 1
83
Properties=species:S:1:pos:R:3:forces:R:3 method="wB97M-V/def2-TZVPD" max_force_ev_per_a=4.32 e_tot_ev=-37912.32970 mol_weight_g_mol=430.7 charge=0
C -9.0244 -21.8970 11.8665 2.02 -1.44 0.53
C -10.3782 -21.4844 12.2630 -0.73 1.62 0.54
C -11.2765 -22.6263 12.7636 0.72 0.10 0.39
O -11.4812 -23.6119 11.7767 -1.22 -0.17 -0.90
C -12.8254 -23.6665 11.2424 0.44 0.87 0.38
N -10.2218 -20.5102 13.3766 -0.22 -0.51 0.34
H -8.9470 -22.7005 11.1341 -0.43 0.24 -0.32
H -8.5360 -22.3289 12.7400 0.14 -0.03 0.29
H -8.3646 -21.0810 11.5717 -0.32 0.19 -0.21
H -10.7619 -20.9852 11.3732 -0.91 -0.10 -0.13
H -12.1750 -22.2543 13.2560 -0.55 0.23 -0.62
H -10.7969 -23.1099 13.6146 0.57 -0.10 -0.07
H -13.2222 -22.6744 11.0267 0.15 0.40 0.25
H -13.5044 -24.1212 11.9637 0.01 -0.33 -0.11
H -12.8714 -24.1314 10.2575 0.40 -0.56 0.29
H -9.6024 -19.7270 13.2251 0.11 -0.22 -0.43
H -11.0762 -20.1447 13.7723 -0.20 -0.15 -0.26
C -6.3458 -13.7896 8.0717 0.65 -0.83 -0.24
C -6.8080 -13.4405 6.6790 -0.93 1.10 -0.70
C -5.6872 -13.4289 5.5887 0.44 1.01 1.30
C -5.2638 -14.7643 5.1445 -0.96 -0.73 -0.65
C -6.5253 -15.4323 4.4878 2.73 -0.77 0.08
C -7.6245 -15.6599 5.5268 -0.47 2.17 -1.33
N -7.8993 -14.3122 6.1694 1.90 -0.44 -2.30
O -9.0084 -14.3069 6.9759 -0.84 -0.55 1.16
C -8.9154 -16.1205 4.7803 0.93 -0.34 0.57
C -7.1040 -16.7180 6.4035 -0.18 -2.30 1.23
C -7.4665 -12.0362 6.8610 0.46 -0.27 -1.11
H -7.2613 -14.0243 8.6147 0.33 -0.10 0.46
H -5.8050 -12.9699 8.5448 -0.21 0.11 0.00
H -5.6477 -14.6258 8.0324 -0.19 -0.34 0.35
H -5.9147 -12.8361 4.7027 -0.35 0.35 0.28
H -4.7417 -13.1077 6.0257 -0.28 1.26 0.39
H -4.8059 -15.2511 6.0056 -0.64 -0.73 0.12
H -4.3724 -14.6734 4.5239 -0.38 -0.01 -0.77
H -6.1017 -16.3815 4.1596 -0.65 -0.67 0.06
H -6.7557 -14.9787 3.5238 -0.51 0.69 0.39
H -8.6364 -16.9296 4.1052 0.15 -0.03 -0.06
H -9.5852 -16.5907 5.5003 -0.43 0.39 -0.09
H -9.3527 -15.3383 4.1597 -0.16 0.11 0.36
H -7.5302 -16.7779 7.4050 0.20 0.50 0.04
H -7.4303 -17.6811 6.0111 0.05 -0.15 -0.21
H -6.0199 -16.8169 6.4585 -0.11 0.43 0.23
H -6.6961 -11.2668 6.9131 0.08 -0.03 0.34
H -8.1161 -12.0082 7.7359 0.12 0.04 -0.07
H -8.0378 -11.8030 5.9625 -0.24 0.02 0.01
H -9.6866 -13.9487 6.3985 -0.29 0.07 0.16
C -8.2402 -25.0285 8.3364 -1.07 0.41 -0.22
C -9.6899 -24.4362 8.5162 -0.21 -1.01 0.78
O -10.5838 -25.5121 8.8950 0.41 -1.09 -0.02
H -8.3951 -25.8509 7.6380 0.36 -0.34 0.32
H -7.7619 -25.3219 9.2709 -0.63 -0.48 0.16
H -7.4552 -24.4062 7.9067 -0.58 0.62 -0.37
H -10.1966 -24.1385 7.5982 0.97 0.92 -0.22
H -9.7874 -23.7281 9.3392 0.41 0.58 -0.47
H -11.2175 -25.2698 9.5743 0.39 0.37 0.09
C -7.1487 -21.2178 7.7980 0.37 1.32 0.33
C -7.5306 -19.9372 8.6056 0.89 1.14 -0.74
O -8.4681 -19.0946 7.9079 -1.01 -1.47 -0.24
H -6.1893 -20.9230 7.3729 0.06 -0.52 -0.34
H -7.8049 -21.4617 6.9626 -0.27 0.04 0.33
H -6.9620 -22.0748 8.4451 -0.28 0.04 -0.04
H -6.6617 -19.2792 8.5934 0.63 -0.40 0.43
H -7.7092 -20.1129 9.6664 -0.80 -0.16 -0.11
H -8.6150 -18.2502 8.3404 0.31 -0.06 0.55
C -10.6497 -15.3403 10.7083 -0.68 -0.99 -0.56
C -10.2018 -16.3797 9.6267 -2.78 -0.58 3.26
O -8.8682 -16.3857 9.4875 3.37 0.47 -1.71
H -10.8401 -14.4366 10.1293 0.03 0.47 0.91
H -10.0606 -15.2705 11.6227 1.19 0.43 -0.72
H -11.5241 -15.6984 11.2517 -0.90 0.10 -0.85
H -10.8061 -16.2403 8.7304 0.31 -0.04 -0.22
H -10.3513 -17.3788 10.0359 -1.00 -0.18 -0.11
H -8.6438 -15.8726 8.7077 0.36 0.49 -0.18
C -7.2565 -17.0356 13.2514 -0.89 2.45 1.40
C -6.4764 -16.1817 12.2171 -0.13 -2.92 1.09
O -6.5449 -17.0392 11.0665 0.96 1.20 -0.45
H -8.3225 -16.9028 13.0666 -0.21 -0.69 -0.57
H -7.2425 -16.5190 14.2110 0.45 0.11 0.50
H -6.9984 -18.0668 13.4925 0.35 0.12 -0.86
H -5.4575 -16.0952 12.5946 0.32 -0.20 -0.54
H -6.8149 -15.1496 12.1259 -0.57 -0.19 -0.38
H -7.3132 -16.7766 10.5542 -0.32 0.05 -0.19


# 2
86
Properties=species:S:1:pos:R:3:forces:R:3 method="wB97M-V/def2-TZVPD" max_force_ev_per_a=4.81 e_tot_ev=-98061.57220 mol_weight_g_mol=763.5 charge=-1
Cs 0.6563 -0.0729 -1.1664 0.08 0.06 0.22
B 1.9550 2.7786 -1.7061 0.14 0.25 0.03
H 1.2108 2.2392 -2.2713 -2.98 -2.00 -2.43
H 1.6430 3.7986 -1.5430 -1.41 4.00 0.91
H 2.1689 2.2525 -0.7886 0.64 -1.97 3.88
H 2.8874 2.8106 -2.2482 3.52 0.04 -2.35
B 2.1106 -0.7081 -3.9780 0.25 0.02 -0.13
H 1.0913 -1.0528 -3.8971 -4.48 -1.58 0.73
H 2.6546 -1.5135 -4.4468 2.48 -3.13 -1.73
H 2.0504 0.1408 -4.6413 -0.03 3.33 -2.65
H 2.5101 -0.3671 -3.0355 1.74 0.96 3.53
C 1.9076 -6.2569 -2.3677 -0.63 -2.54 2.45
C 1.0499 -5.2709 -3.0460 -1.82 0.11 -0.74
C 1.9130 -4.1988 -3.5991 1.40 1.28 1.23
S 2.8811 -3.7241 -1.9620 0.79 -3.15 -2.80
O 1.9424 -3.0645 -1.1045 -0.16 0.52 0.91
O 4.2820 -3.3804 -2.1102 -1.07 0.88 0.27
C 3.0284 -5.5880 -1.6379 1.35 1.60 -1.17
H 2.2333 -7.1016 -2.9746 0.42 0.39 -0.47
H 1.3470 -6.7874 -1.5980 -0.61 -0.06 -0.01
H 0.2881 -4.9546 -2.3333 0.13 0.70 0.01
H 0.4505 -5.7281 -3.8332 0.15 -0.15 -0.24
H 1.4837 -3.3185 -4.0776 0.04 0.04 0.34
H 2.6867 -4.6498 -4.2205 0.11 0.23 -0.15
H 3.3539 -5.7779 -0.6151 -0.69 -0.21 0.03
H 3.8764 -5.8098 -2.2858 0.56 0.48 0.46
C 0.5380 -2.3826 2.2040 0.54 1.33 -0.36
C 1.5700 -3.5138 2.4438 0.05 -1.07 1.29
C 0.9847 -4.5720 3.4729 -0.85 1.83 0.41
S -0.2180 -3.4538 4.6025 0.74 0.76 -1.89
O 0.5238 -2.5947 5.5595 -0.87 -1.69 -1.18
O -1.4121 -4.1917 4.9994 1.06 0.37 0.23
C -0.6406 -2.3670 3.1197 -0.96 -2.46 1.57
H 0.1718 -2.4084 1.1777 0.12 -0.05 0.00
H 0.9678 -1.3924 2.3552 0.68 -0.16 -0.47
H 2.5281 -3.0948 2.7511 -0.16 0.04 0.48
H 1.8484 -4.0629 1.5443 -0.47 0.16 -0.23
H 1.5967 -5.1768 4.1421 0.43 0.52 -0.12
H 0.3499 -5.2692 2.9262 -0.42 0.19 0.24
H -1.0587 -1.4644 3.5655 0.45 0.23 -0.41
H -1.4429 -2.9339 2.6475 -0.34 0.11 0.29
C -5.7959 1.8095 1.5030 -1.90 0.89 -0.86
C -5.3156 2.3559 2.8712 2.87 -0.45 -0.54
C -4.0103 1.5115 3.1151 0.48 0.54 -0.96
S -3.2373 1.0590 1.4476 -0.11 4.23 -0.69
O -3.0401 -0.3230 1.3387 0.60 -3.21 0.14
O -2.1023 1.9714 1.1384 -2.11 -1.55 1.01
C -4.6779 1.5641 0.3911 1.01 0.77 2.91
H -6.4931 2.5295 1.0746 0.13 0.40 -0.16
H -6.5400 1.0578 1.7665 0.71 -1.07 -0.55
H -5.9496 2.2942 3.7556 -0.51 -0.63 -0.51
H -5.0353 3.4093 2.8754 0.07 0.06 -0.56
H -4.2215 0.6016 3.6768 0.32 -0.01 -0.16
H -3.1477 2.0768 3.4681 -0.31 -0.02 0.76
H -4.7359 0.9294 -0.4932 -0.60 -0.26 0.52
H -4.2567 2.5246 0.0941 -0.57 0.24 -0.29
C 0.6439 2.3153 5.3215 -0.48 -1.23 0.62
C 0.7802 0.7416 5.4167 -1.04 0.93 -0.26
C 2.0200 0.3859 4.6309 1.19 1.15 0.41
S 2.0801 1.5560 3.2092 -0.13 1.31 -1.42
O 1.5471 0.9508 1.9584 1.28 0.75 2.32
O 3.3993 2.2460 3.2912 -2.53 -1.52 -0.43
C 0.7482 2.7136 3.8709 0.05 0.47 0.17
H 1.3761 2.8703 5.9079 0.67 -0.53 -0.06
H -0.2582 2.6086 5.8585 -0.52 0.02 -0.59
H -0.0684 0.2420 4.9493 -0.31 0.34 -0.29
H 0.6237 0.4735 6.4615 1.07 -0.43 0.03
H 2.3004 -0.6209 4.3214 -0.64 0.01 -0.01
H 2.8687 0.8158 5.1629 0.26 -0.34 0.19
H -0.1852 2.6811 3.3090 0.12 -0.93 -0.21
H 0.9659 3.7813 3.8445 0.96 -0.18 -0.49
C -1.1338 3.7221 -6.0342 0.53 -1.34 -0.81
C -0.2878 3.0686 -4.9005 -0.64 0.72 -0.46
C -0.5955 4.0333 -3.7729 0.18 -0.40 0.43
S -0.6058 5.7755 -4.4147 2.93 -3.19 1.46
O 0.6644 6.4794 -4.2297 -1.42 -0.41 -0.60
O -1.7869 6.2741 -3.8054 -1.83 1.69 -0.25
C -0.7017 5.1500 -6.1149 -0.61 1.09 0.19
H -2.2172 3.6183 -5.9744 -0.09 0.10 0.88
H -0.9743 3.2855 -7.0201 0.49 -0.21 -0.11
H 0.7729 3.0155 -5.1458 -0.02 0.06 -0.10
H -0.6131 2.0633 -4.6327 0.03 0.04 -0.10
H -0.0298 3.8472 -2.8599 0.43 0.52 -0.12
H -1.6347 3.7888 -3.5528 -0.25 0.68 0.25
H 0.3375 5.2012 -6.4396 -0.21 0.36 -0.37
H -1.4458 5.7285 -6.6625 0.53 0.37 -0.28


# 3
12
Properties=species:S:1:pos:R:3:forces:R:3 method="wB97M-V/def2-TZVPD" max_force_ev_per_a=7.71 e_tot_ev=-18491.66149 mol_weight_g_mol=115.2 charge=0
C -0.9052 0.0111 0.0583 -2.42 -4.45 3.27
C 0.8940 0.5045 -1.1964 3.01 -4.03 2.30
C 0.3013 -0.4774 -0.3428 4.98 -1.31 -0.55
H -1.7214 0.1729 2.4747 0.14 -2.46 -3.78
H -0.9999 -1.6450 1.1144 -2.96 2.94 0.52
H 0.1006 2.4520 -1.3820 -0.47 -2.82 -0.11
H 2.0506 0.4683 -1.4823 -3.12 0.68 0.24
H 2.0604 -1.3162 1.2289 -0.09 0.54 0.17
N -1.7830 -0.7485 0.9756 3.64 0.06 2.10
N -1.2634 1.0543 -0.5428 1.99 4.18 -1.79
N -0.0194 1.3900 -1.1993 -3.56 6.67 -1.53
S 1.2855 -1.8661 0.2938 -1.12 0.01 -0.84